Record 1
{
  "formula": "C3H6N3",
  "method": "ωB97M-V with the def2-TZVPD basis set",
  "gap_ev": [8.049, 8.046],
  "total_charge": 1,
  "spin_multiplicity": 1,
  "elements": ["C", "C", "C", "N", "N", "N", "H", "H", "H", "H", "H", "H"],
  "positions_angstrom": [[0.813454, -0.732953, 0.065958], [3.162818, 0.066067, 0.020793], [-1.792522, 0.273012, 0.283847], [1.928924, -0.224764, -0.096670], [-0.611554, 0.726136, 0.088528], [-2.219005, -0.938697, 0.074515], [3.482265, 0.683955, 0.962956], [3.824058, -0.268979, -0.780233], [-0.195283, 1.517898, 0.473930], [-2.395140, 1.094419, 0.654242], [-1.547475, -1.532993, -0.381085], [-3.074544, -1.129854, 0.506966]],
  "forces_ev_per_angstrom": [[-1.6, 1.1, 0.4], [-0.3, 0.9, 1.2], [0.5, 2.4, 0.9], [0.1, 0.5, 0.3], [3.2, -4.1, -1.9], [1.2, 1.2, -0.7], [-0.3, -1.6, -1.8], [0.1, 0.6, 0.2], [-0.1, 1.8, 0.6], [-1.1, -0.6, 0.4], [-0.4, -0.9, 0.3], [-1.3, -1.2, 0.0]]
}

---

Record 2
{
  "formula": "C31H34BrClO19SSi2",
  "method": "ωB97M-V with the def2-TZVPD basis set",
  "gap_ev": 8.079,
  "spin_multiplicity": 1,
  "elements": ["C", "C", "C", "Br", "Si", "C", "C", "C", "C", "S", "O", "O", "Cl", "O", "Si", "H", "H", "H", "H", "H", "H", "H", "H", "H", "H", "H", "H", "H", "H", "H", "H", "H", "H", "C", "C", "C", "O", "C", "C", "C", "O", "O", "O", "H", "H", "H", "H", "C", "C", "C", "O", "C", "C", "C", "O", "O", "O", "H", "H", "H", "H", "C", "C", "C", "O", "C", "C", "C", "O", "O", "O", "H", "H", "H", "H", "C", "C", "C", "O", "C", "C", "C", "O", "O", "O", "H", "H", "H", "H"],
  "positions_angstrom": [[3.265340, 0.109112, -2.126016], [3.304052, 0.929285, -0.838958], [3.443857, 2.446128, -1.002104], [5.230028, 2.872894, -1.669641], [2.103379, 3.328421, -2.015042], [0.859605, 4.115748, -0.877998], [-0.435278, 4.505396, -1.637065], [-1.695252, 3.940992, -0.972289], [-1.926183, 2.451770, -1.225247], [-2.853528, 1.956868, -2.666616], [-4.246824, 2.114267, -2.375765], [-2.315168, 0.733830, -3.171426], [-2.468099, 3.378457, -4.082423], [2.736955, 4.516763, -2.964243], [2.955928, 4.426372, -4.601236], [3.066116, -0.941181, -1.897274], [2.492014, 0.448074, -2.815515], [4.226163, 0.151406, -2.647441], [4.157533, 0.583714, -0.247510], [2.416431, 0.738335, -0.221423], [3.413577, 2.902462, -0.009078], [1.384878, 2.385479, -2.914545], [0.638537, 3.473308, -0.017106], [1.339662, 5.011912, -0.468037], [-0.388602, 4.162847, -2.673935], [-0.517985, 5.592312, -1.693403], [-2.592584, 4.502059, -1.247438], [-1.583499, 4.052315, 0.110479], [-2.587361, 2.025775, -0.461727], [-0.996229, 1.880846, -1.236832], [1.636067, 4.368806, -5.267870], [3.684343, 5.635374, -5.027961], [3.730400, 3.217600, -4.953253], [-6.806138, -0.739450, 2.116836], [-5.540978, -0.395458, 1.839028], [-5.090775, -0.006433, 0.439796], [-3.911536, 0.298877, 0.330767], [-6.040857, -0.022658, -0.640746], [-7.306079, -0.376768, -0.362882], [-7.762809, -0.752357, 1.038029], [-8.938478, -1.055949, 1.153845], [-8.275685, -0.436206, -1.257907], [-4.564042, -0.352854, 2.730857], [-7.151869, -1.008593, 3.104611], [-5.706665, 0.259432, -1.628681], [-9.077069, -0.715453, -0.769205], [-3.767503, -0.073505, 2.234365], [3.509971, -2.285759, 1.306795], [3.176407, -2.513985, 2.586781], [4.212765, -2.654317, 3.694241], [3.764074, -2.847222, 4.811076], [5.611405, -2.552386, 3.363764], [5.946091, -2.323616, 2.083778], [4.908704, -2.172367, 0.980425], [5.362218, -1.957360, -0.130314], [7.184187, -2.198908, 1.644574], [1.936542, -2.638191, 3.023749], [2.778680, -2.190175, 0.516815], [6.341991, -2.658165, 4.152869], [7.113822, -2.019825, 0.681805], [2.010835, -2.793772, 3.989277], [-8.962286, -3.356410, 7.383611], [-8.630733, -2.151952, 6.894758], [-8.797309, -1.793430, 5.427266], [-8.463349, -0.661810, 5.113752], [-9.319493, -2.775924, 4.511909], [-9.649303, -3.982012, 5.001277], [-9.495253, -4.340367, 6.472894], [-9.843580, -5.466051, 6.782650], [-10.138149, -4.972228, 4.277798], [-8.132839, -1.163212, 7.616623], [-8.847807, -3.619756, 8.425334], [-9.433184, -2.506719, 3.469714], [-10.285248, -5.712782, 4.902681], [-7.998130, -0.419022, 6.993699], [9.288393, -1.360221, -3.110115], [8.091678, -0.750959, -3.069873], [7.482730, -0.067674, -4.288321], [6.385628, 0.435257, -4.131297], [8.226982, -0.049043, -5.524505], [9.423270, -0.654900, -5.558862], [10.021642, -1.355894, -4.349528], [11.110250, -1.876792, -4.525342], [10.201348, -0.712219, -6.625894], [7.332409, -0.696206, -1.991649], [9.725545, -1.851846, -2.252631], [7.796562, 0.448419, -6.381735], [10.994387, -1.217122, -6.348300], [6.520355, -0.203446, -2.234321]],
  "forces_ev_per_angstrom": [[0.0, -0.1, 0.0], [0.1, -0.1, 0.1], [-0.2, -0.1, 0.1], [0.1, 0.0, -0.1], [0.0, 0.0, 0.0], [0.0, 0.1, -0.1], [0.0, 0.0, 0.1], [-0.1, 0.0, -0.1], [0.0, 0.0, 0.4], [-0.1, 0.0, 0.0], [0.2, -0.1, -0.1], [-0.2, 0.1, 0.1], [0.1, 0.1, -0.1], [-0.1, -0.2, -0.1], [0.1, 0.1, -0.1], [0.1, 0.1, 0.0], [0.0, 0.0, 0.0], [-0.1, 0.1, 0.0], [-0.1, 0.0, 0.1], [-0.1, 0.0, -0.1], [0.1, 0.0, 0.0], [0.0, 0.0, 0.1], [0.0, 0.0, -0.1], [0.0, -0.1, 0.1], [0.0, 0.0, 0.0], [0.0, 0.0, 0.0], [0.1, 0.0, -0.1], [-0.1, 0.0, 0.0], [0.2, 0.0, 0.0], [0.0, 0.0, -0.1], [0.0, 0.0, 0.0], [0.0, 0.0, 0.0], [0.0, 0.0, 0.0], [0.0, -0.1, 0.1], [0.0, 0.0, -0.1], [0.0, 0.0, 0.0], [0.0, 0.0, 0.1], [0.0, 0.0, -0.1], [-0.1, 0.0, 0.1], [0.0, 0.0, -0.1], [0.0, 0.0, 0.0], [0.0, 0.0, -0.1], [0.0, 0.0, 0.1], [0.1, 0.1, 0.0], [0.0, 0.0, 0.0], [0.0, 0.0, 0.0], [0.0, 0.0, 0.0], [-0.1, 0.0, 0.0], [0.0, 0.0, 0.1], [-0.1, 0.0, 0.0], [0.0, 0.0, 0.0], [0.1, 0.0, 0.0], [-0.1, 0.0, -0.1], [0.1, 0.0, 0.0], [-0.2, 0.0, -0.1], [0.0, 0.0, 0.1], [0.0, 0.0, -0.1], [0.0, 0.0, 0.0], [0.0, 0.0, 0.0], [0.0, 0.0, 0.0], [0.0, 0.0, 0.0], [0.0, 0.0, 0.1], [0.0, 0.0, -0.1], [0.0, 0.0, 0.0], [0.1, 0.0, 0.1], [0.0, 0.0, -0.1], [0.0, 0.0, 0.1], [0.0, 0.0, -0.1], [0.0, 0.0, 0.0], [0.0, 0.0, -0.1], [0.0, 0.0, 0.1], [0.0, 0.0, 0.0], [0.0, 0.0, 0.0], [0.0, 0.0, 0.0], [0.0, 0.0, 0.0], [0.0, 0.0, 0.1], [0.0, 0.0, -0.1], [0.0, 0.0, 0.1], [0.0, 0.0, 0.0], [0.0, 0.0, -0.1], [0.0, 0.0, 0.1], [0.0, 0.0, -0.1], [0.0, 0.0, 0.0], [0.0, 0.0, -0.1], [0.1, 0.0, 0.0], [0.0, 0.0, 0.0], [0.0, 0.0, 0.0], [0.0, 0.0, 0.0], [0.0, 0.0, 0.0]]
}

---

Record 3
{
  "formula": "C15H32Br10NO",
  "method": "ωB97M-V with the def2-TZVPD basis set",
  "gap_ev": 8.727,
  "total_charge": 1,
  "spin_multiplicity": 1,
  "elements": ["C", "C", "C", "O", "C", "C", "N", "H", "H", "H", "H", "H", "H", "H", "H", "H", "H", "H", "H", "Br", "C", "C", "Br", "H", "H", "H", "H", "Br", "C", "C", "Br", "H", "H", "H", "H", "Br", "C", "C", "Br", "H", "H", "H", "H", "Br", "C", "C", "Br", "H", "H", "H", "H", "Br", "C", "C", "Br", "H", "H", "H", "H"],
  "positions_angstrom": [[-2.802789, -0.366687, 2.082889], [-3.328257, 0.350747, 0.842258], [-2.470132, 1.414311, 0.057772], [-1.313876, 0.916155, -0.718388], [-1.340369, -0.489392, -0.952761], [-2.740173, -1.125035, -1.110768], [-3.802607, -0.628620, -0.176600], [-1.983005, -1.059879, 1.887433], [-2.499377, 0.327468, 2.859740], [-3.632045, -0.987456, 2.452884], [-4.212907, 0.896590, 1.189608], [-3.168571, 1.866523, -0.667518], [-2.174643, 2.234347, 0.694064], [-0.815177, -1.017950, -0.143296], [-0.743416, -0.677393, -1.846194], [-2.620290, -2.196077, -0.936024], [-3.056226, -0.950752, -2.140684], [-4.353933, -1.370185, 0.289811], [-4.463153, -0.116384, -0.766085], [-0.437120, 1.071773, 1.499321], [1.283086, 1.870069, 1.932579], [1.961173, 1.151939, 3.057847], [1.190669, 1.626750, 4.782073], [1.110357, 2.922058, 2.137840], [1.864920, 1.771075, 1.017229], [3.003290, 1.447247, 3.120903], [1.897550, 0.071758, 2.969616], [-6.306159, -1.926092, 1.390847], [-6.596377, -1.263821, 3.206824], [-7.548954, -0.100853, 3.215661], [-6.682323, 1.531059, 2.603285], [-5.620857, -1.016618, 3.613939], [-7.010265, -2.108752, 3.752721], [-7.877476, 0.110312, 4.230852], [-8.415364, -0.255746, 2.580399], [5.529293, 1.846314, 4.490750], [6.591987, 0.838072, 3.209575], [6.394306, 1.348127, 1.808156], [4.687685, 0.762832, 1.072557], [6.315756, -0.205475, 3.322605], [7.625234, 0.974564, 3.521631], [7.148956, 0.936810, 1.141045], [6.409621, 2.431383, 1.743514], [4.897157, 1.058911, -3.206278], [3.014156, 1.291889, -3.617804], [2.178987, 1.353622, -2.365623], [1.934923, -0.416623, -1.584494], [2.733125, 0.475879, -4.277864], [2.951903, 2.232917, -4.160607], [1.173997, 1.707199, -2.591341], [2.614731, 1.980858, -1.593344], [4.343203, -1.358934, -6.550580], [3.224711, -2.933451, -6.321200], [2.407379, -2.839706, -5.061575], [3.481911, -3.196226, -3.481314], [3.882391, -3.796595, -6.335480], [2.577388, -2.957265, -7.195534], [1.626783, -3.598019, -5.053044], [1.959215, -1.859572, -4.923833]],
  "forces_ev_per_angstrom": [[-0.6, -1.0, -0.2], [0.9, 1.3, 0.4], [-1.4, -0.7, -1.8], [-2.9, -0.2, -1.3], [-0.3, 0.0, 0.7], [1.0, -0.4, -0.6], [-0.2, 0.5, -0.6], [0.0, 0.2, 0.0], [-0.1, 0.0, -0.1], [0.1, 0.2, 0.1], [0.0, 0.0, -0.3], [0.1, -0.3, -0.1], [-0.1, -0.1, -0.1], [0.0, 0.3, 0.0], [-0.4, 0.0, 0.0], [-0.1, 0.1, -0.2], [-0.4, -0.1, 0.2], [0.3, 0.2, -0.2], [-0.1, -0.2, 0.2], [3.9, 0.6, 3.5], [0.1, -0.2, -0.1], [0.1, 0.2, 0.4], [-0.1, -0.1, 0.0], [0.0, 0.0, 0.1], [0.0, 0.0, 0.0], [0.0, 0.0, 0.0], [0.0, 0.0, -0.1], [-0.3, -0.2, 0.1], [-0.1, -0.1, 0.1], [0.1, 0.2, 0.0], [0.0, 0.0, -0.1], [0.0, 0.0, 0.0], [0.0, 0.0, -0.1], [0.0, -0.1, 0.0], [0.0, 0.0, 0.0], [-0.1, -0.1, 0.0], [0.1, 0.2, 0.2], [0.0, -0.1, -0.2], [0.1, 0.0, -0.2], [0.0, 0.0, -0.1], [0.0, 0.0, -0.1], [0.0, 0.0, 0.0], [0.0, 0.0, 0.1], [0.0, -0.1, 0.0], [0.3, 0.1, 0.1], [-0.3, -0.1, -0.1], [0.3, 0.2, 0.1], [0.0, 0.0, 0.0], [-0.1, 0.0, 0.0], [0.0, 0.0, 0.0], [0.1, 0.0, 0.0], [0.0, 0.0, 0.0], [0.0, 0.3, -0.2], [0.0, -0.3, 0.2], [0.0, 0.0, -0.1], [0.0, 0.0, 0.1], [0.0, 0.0, 0.0], [0.0, 0.0, -0.1], [0.0, 0.0, -0.1]]
}

---

Record 4
{
  "formula": "C24H29N3O4",
  "method": "ωB97M-V with the def2-TZVPD basis set",
  "gap_ev": 8.076,
  "spin_multiplicity": 1,
  "elements": ["C", "H", "C", "C", "O", "C", "C", "C", "C", "C", "C", "H", "C", "N", "C", "O", "C", "O", "C", "C", "O", "H", "C", "C", "C", "N", "C", "C", "H", "H", "H", "H", "C", "C", "C", "N", "C", "H", "H", "H", "C", "H", "H", "H", "H", "H", "H", "H", "H", "H", "H", "H", "H", "H", "H", "H", "H", "H", "H", "H"],
  "positions_angstrom": [[4.308761, 4.522145, -0.760753], [4.552473, 4.727204, -1.835347], [2.799637, 3.762499, -0.841470], [3.028345, 2.482450, -1.596401], [1.818984, 1.930774, -1.834703], [1.411467, 1.211402, -0.551582], [2.127330, 1.089680, 0.768484], [1.300404, 0.255283, 1.559390], [0.075524, -0.296431, 1.402224], [-0.607495, -0.027013, 0.272235], [0.034332, 0.399946, -0.698202], [-0.409105, 0.600004, -1.800963], [-1.949372, -0.532510, -0.074258], [-1.879043, -2.211812, 0.024900], [-2.355700, -2.830704, 0.900221], [-2.191056, -4.013210, 1.269051], [-2.953728, -1.628632, 1.949589], [-3.523555, -1.966617, 3.025338], [-3.005095, -0.587215, 1.244617], [-3.546768, 0.509127, 1.792104], [-4.344170, 0.441159, 2.656525], [-4.158316, -0.568718, 3.277970], [-3.716224, 1.738839, 1.046348], [-4.855373, 2.411306, 1.059015], [-5.171714, 3.485402, 0.028137], [-4.101783, 4.278142, -0.334683], [-2.780749, 3.863332, -0.298078], [-2.709319, 2.343943, 0.395573], [-1.504791, 2.084157, 0.531601], [-2.011645, 4.276836, -0.662566], [-6.055542, 4.078688, 0.115256], [-5.809733, 2.003633, 1.222669], [-1.330383, -2.833372, -1.152942], [0.288797, -2.723190, -1.310547], [0.908871, -3.414529, -0.020281], [2.188342, -3.872139, 0.032390], [2.601247, -4.745136, -1.148144], [2.124766, -5.600715, -0.591574], [2.617688, -4.462384, -2.025365], [3.802042, -5.158831, -0.699684], [3.078852, -2.389804, -0.041553], [4.290734, -2.850468, 0.214881], [2.857421, -1.763884, 0.527957], [3.121633, -1.945229, -1.216757], [0.724028, -2.913078, 0.774072], [0.242885, -4.302102, 0.209859], [0.588812, -1.680184, -1.349744], [0.451171, -3.225905, -2.099801], [-1.784770, -2.415343, -2.159808], [-1.554037, -3.944735, -1.106489], [-2.452869, -0.332848, -0.886057], [-0.465990, -0.819032, 2.268934], [1.611701, 0.178454, 2.585715], [2.937517, 1.503209, 0.924687], [3.776273, 1.913564, -0.971001], [3.364444, 2.532078, -2.390660], [2.642625, 3.686349, 0.065855], [2.331396, 4.371007, -1.363905], [5.016282, 3.821342, -0.276095], [4.203539, 5.553811, -0.046185]],
  "forces_ev_per_angstrom": [[-2.2, 1.1, 1.0], [0.3, 0.2, 1.2], [10.3, -2.1, -4.1], [-3.1, 0.1, 14.1], [-3.4, -4.7, 4.5], [-1.4, -1.7, -0.4], [-11.9, -4.3, -7.2], [1.9, 0.8, 2.7], [-0.8, -0.6, 3.6], [-4.7, -3.7, 2.1], [7.5, 8.5, -10.0], [0.9, -0.6, 2.7], [-1.2, -6.3, 9.4], [5.0, 8.4, -12.0], [-3.3, -5.5, 13.1], [-1.0, 1.3, -1.1], [-0.9, -10.5, 2.1], [0.1, 2.0, 0.0], [4.5, 6.7, -6.0], [1.4, 1.9, -6.2], [-4.6, -2.6, 9.8], [-0.1, 0.7, -1.9], [3.1, 0.6, -0.3], [-5.8, 3.6, -5.5], [5.5, -0.1, 4.7], [2.2, -0.2, -1.9], [-11.4, -9.4, 5.9], [6.9, 5.5, -2.4], [-3.7, 0.1, -0.4], [5.5, 3.5, -2.6], [-0.9, -0.4, -0.4], [-0.8, -1.0, 1.6], [1.6, -0.8, -2.6], [-3.0, 2.8, 7.5], [-4.0, -4.1, -5.2], [5.8, 4.2, -2.1], [3.3, -4.7, 15.1], [-0.3, -0.2, -2.6], [-0.4, 2.6, -8.7], [-3.2, 1.6, -2.0], [7.0, -13.7, -11.6], [-3.7, 1.7, -0.8], [-4.0, 9.5, 9.2], [-0.2, -1.3, 3.2], [-1.1, 4.1, 5.2], [0.3, 0.4, -0.6], [0.1, -0.2, -0.5], [1.7, -3.5, -5.9], [0.5, -0.6, 2.1], [0.1, 1.4, 0.0], [-2.0, 1.4, -4.5], [1.2, 0.8, -1.3], [0.7, -0.4, 0.4], [7.7, 3.8, 2.1], [-0.9, -0.3, -0.6], [6.5, 1.9, -13.7], [-2.7, -1.1, 8.5], [-5.2, 5.4, -4.3], [-0.2, 0.6, -0.4], [0.4, -2.9, -2.3]]
}

---

Number 1: E_tot -7667.6025 eV. Number 2: E_tot -180756.7745 eV. Number 3: E_tot -720028.7133 eV. Number 4: E_tot -37995.2224 eV.